Record 1
Density functional theory data (ωB97M-V/def2-TZVPD) for a single C4H8N4O5 molecule in a non-equilibrium geometry.

## Properties
- Kohn-Sham gap (alpha / beta) (hartree) = 0.3496 / 0.3496
- F_max (hartree/bohr) = 0.06448
- multiplicity = 1
- HOMO (alpha / beta) (eV) = -9.49 / -9.49
- relative energy (zero: lowest compared OMol25 entry of this formula, charge and spin) (eV) = 0.0000
- LUMO (alpha / beta) (eV) = 0.02 / 0.02

Each line ends with the natural charge from an NBO analysis.
Atoms and positions in Å:
H  2.24  0.84  1.51  0.250
N  -0.09  1.55  -2.43  0.117
H  0.66  0.54  2.04  0.255
O  -2.05  -1.02  0.56  -0.497
N  -1.48  1.06  1.27  0.085
O  -2.13  1.50  -1.57  -0.547
H  -3.09  0.42  2.20  0.488
H  -0.04  -2.03  -0.31  0.258
N  -0.93  1.12  -1.59  0.234
O  -0.58  2.43  -3.27  -0.482
O  1.36  1.80  -0.50  -0.466
H  1.56  -0.87  1.28  0.242
C  0.00  -1.17  -1.10  -0.636
C  1.39  0.27  1.31  -0.731
N  -1.37  0.05  0.50  0.252
H  -1.53  2.63  -2.87  0.486
H  -0.53  -1.44  -1.94  0.249
C  0.88  0.87  0.06  0.585
H  0.96  -1.34  -1.51  0.244
C  -0.32  0.20  -0.52  0.113
O  -2.44  1.09  2.23  -0.498

---

Record 2
Density functional theory data (ωB97M-V/def2-TZVPD) for a gas-phase ion, C9H14FIN3O2S (charge -1) in a non-equilibrium geometry.

## Properties
- net charge = -1
- Kohn-Sham gap (hartree) = 0.2712
- F_max (hartree/bohr) = 0.12074
- multiplicity = 1
- HOMO (eV) = -4.79
- relative energy (zero: lowest compared OMol25 entry of this formula, charge and spin) (eV) = 3.2273
- LUMO (eV) = 2.59

Each line ends with the natural charge from an NBO analysis.
Atoms and positions in Å:
N  -2.42  -0.37  -0.70  -0.873
H  -1.73  0.77  1.49  0.231
C  0.86  -0.94  1.13  -0.134
O  -0.84  -3.20  -1.72  -0.700
H  2.91  -0.24  1.92  0.206
C  0.50  2.29  -0.96  0.026
C  2.23  -0.06  1.00  -0.434
H  2.04  1.06  0.97  0.203
C  -2.89  -1.73  1.31  0.302
H  3.66  0.47  -0.73  0.201
C  -0.73  2.20  0.06  -0.447
H  3.84  -1.27  -0.16  0.218
H  1.39  2.74  -0.39  0.154
H  -1.76  2.20  -0.46  0.228
H  2.32  -0.69  -1.18  0.253
H  -3.03  -0.96  -1.32  0.382
C  -0.82  -1.93  -1.66  0.718
C  -0.68  0.87  1.01  -0.229
H  -0.76  3.10  0.79  0.198
H  0.76  1.31  -1.48  0.235
C  -1.23  -1.20  -0.25  0.339
H  0.56  -0.85  2.25  0.195
H  -0.01  1.20  1.90  0.200
N  -1.85  -2.20  0.73  -0.487
C  3.07  -0.44  -0.34  -0.659
S  -4.42  -1.22  1.77  -0.097
I  1.48  -2.98  0.82  0.153
N  -0.19  -0.34  0.31  -0.544
O  -0.41  -1.14  -2.74  -0.826
F  0.12  3.26  -1.99  -0.404
H  -1.98  0.28  -1.40  0.392

---

Record 3
Density functional theory data (ωB97M-V/def2-TZVPD) for a molecular structure, C27H29FIrN3O3S2.

## Properties
- Kohn-Sham gap (hartree) = 0.2778
- F_max (hartree/bohr) = 0.00357
- multiplicity = 1
- HOMO (eV) = -8.36
- relative energy (zero: lowest compared OMol25 entry of this formula, charge and spin) (eV) = 0.1821
- LUMO (eV) = -0.80

Each line ends with the natural charge from an NBO analysis.
Atoms and positions in Å:
C  1.89  -1.04  -2.80  -0.287
H  -2.05  1.37  1.41  0.159
C  -0.48  3.10  3.12  -0.424
C  3.09  2.23  -1.50  -0.179
C  0.75  2.24  -1.00  0.156
H  -0.37  3.84  3.91  0.217
H  1.68  -0.08  -2.35  0.238
O  3.60  3.57  -5.06  -0.998
H  -3.23  -1.02  1.82  0.197
C  1.58  -2.21  -2.09  0.099
H  0.32  2.37  3.22  0.220
N  1.92  -3.38  -2.68  -0.484
C  -3.49  -4.27  1.02  0.392
H  2.78  -4.48  -4.22  0.227
N  -1.77  2.46  3.24  -0.437
C  -1.95  1.21  2.49  -0.239
H  4.13  2.10  -1.22  0.256
H  -0.34  3.66  2.17  0.140
H  -1.91  -0.64  -1.62  0.200
N  -0.32  1.88  -0.09  -0.796
H  -2.88  3.74  1.95  0.154
F  -3.98  -5.43  1.51  -0.325
C  -2.87  -4.28  -0.22  -0.284
C  -1.90  -0.62  -0.51  -0.509
C  -2.46  -1.90  0.01  -0.088
O  5.27  3.16  -3.29  -0.992
H  1.64  -1.83  1.82  0.219
C  0.92  -1.35  2.46  -0.268
C  -0.89  0.19  2.82  -0.133
C  2.53  -1.10  -4.01  -0.064
H  -3.81  2.90  3.21  0.204
C  -0.01  -0.45  1.92  -0.072
H  3.40  -2.41  -5.51  0.249
C  -2.36  -3.09  -0.71  -0.173
C  2.88  -2.35  -4.57  -0.267
H  1.30  3.12  -4.22  0.258
H  -2.75  4.25  3.65  0.208
H  2.84  -0.19  -4.50  0.302
C  -0.82  -0.14  4.18  -0.136
H  -1.87  -3.08  -1.67  0.209
H  -1.52  0.36  4.85  0.212
H  -4.13  -3.15  2.72  0.231
C  -2.86  3.38  3.00  -0.407
H  -2.92  0.82  2.82  0.207
H  1.72  -2.34  4.17  0.216
C  2.56  -3.47  -3.88  0.062
S  4.12  2.68  -4.04  2.429
H  0.11  -1.26  5.75  0.216
H  -2.79  -5.20  -0.77  0.228
C  0.09  -1.04  4.69  -0.240
O  4.23  1.28  -4.47  -1.043
C  1.49  2.81  -3.20  -0.185
C  -3.12  -1.93  1.24  -0.121
C  2.80  2.59  -2.81  -0.297
H  -0.58  2.79  -2.60  0.215
H  -0.27  2.38  0.79  0.415
H  -2.53  0.22  -0.21  0.184
Ir  0.05  -0.20  -0.08  0.632
C  0.98  -1.64  3.81  -0.200
C  -3.63  -3.12  1.76  -0.295
C  2.07  2.04  -0.59  -0.292
H  1.70  -4.23  -2.18  0.431
C  0.45  2.63  -2.30  -0.274
H  2.27  1.76  0.44  0.228
H  -1.22  2.09  -0.50  0.400
S  0.88  -2.35  -0.52  -0.098

---

Record 4
Density functional theory data (ωB97M-V/def2-TZVPD) for a gas-phase ion, C6H18F2N2O2PS (charge -1).

## Properties
- net charge = -1
- Kohn-Sham gap (hartree) = 0.3138
- F_max (hartree/bohr) = 0.01057
- multiplicity = 1
- HOMO (eV) = -5.09
- LUMO (eV) = 3.45

Each line ends with the natural charge from an NBO analysis.
Atoms and positions in Å:
H  2.62  -1.18  1.45  0.204
H  4.93  -0.33  -0.33  0.193
P  -0.88  -0.12  0.35  1.356
H  2.15  1.06  1.30  0.220
C  4.48  -1.03  0.38  -0.602
H  1.73  1.85  -1.29  0.191
N  0.15  1.22  -0.12  -0.962
F  -0.58  -0.10  1.96  -0.629
H  -0.36  1.90  -0.67  0.381
H  -1.76  -1.26  0.44  -0.159
N  -4.45  -0.16  0.17  -0.859
C  2.97  -0.79  0.49  -0.411
H  -2.67  1.44  -0.49  0.226
H  4.70  -2.04  0.02  0.200
H  -5.15  -0.75  0.61  0.339
O  -1.16  0.60  -2.91  -0.987
S  -1.40  -0.52  -2.01  1.916
H  -3.96  -0.73  -0.52  0.387
H  -3.13  -0.38  1.86  0.168
C  -3.53  0.38  1.17  -0.219
F  -0.22  -1.60  -2.48  -0.565
H  2.45  -1.39  -0.26  0.211
O  -2.61  -1.29  -2.23  -0.990
H  3.43  1.29  0.13  0.183
C  -2.34  1.05  0.48  -0.775
H  -4.10  1.10  1.78  0.171
H  -1.97  1.89  1.08  0.226
C  2.55  0.68  0.35  -0.418
H  5.00  -0.90  1.33  0.192
C  1.46  0.97  -0.71  -0.222
H  0.23  -1.00  0.09  -0.152
H  1.42  0.13  -1.43  0.185

---

Record 5
Density functional theory data (ωB97M-V/def2-TZVPD) for a molecular structure, C21H52BIN3O36PS8Si2 in a non-equilibrium geometry.

## Properties
- Kohn-Sham gap (hartree) = 0.2750
- F_max (hartree/bohr) = 0.12852
- multiplicity = 1
- HOMO (eV) = -7.98
- LUMO (eV) = -0.50

Each line ends with the Mulliken charge.
Atoms and positions in Å:
O  -11.76  -0.93  -4.32  -0.310
O  -9.03  5.65  -4.81  -0.321
H  1.08  0.02  3.87  0.286
H  -7.38  -1.35  1.36  0.223
O  -3.14  -4.11  -1.47  -0.543
C  10.87  -7.00  1.44  -0.319
O  7.55  -6.17  2.26  -0.585
O  9.79  -6.09  1.19  -0.319
H  11.17  -7.50  0.52  0.310
H  -5.51  2.01  -4.56  0.072
H  8.95  0.87  -0.94  0.251
H  8.49  -2.92  3.80  0.311
H  4.75  6.37  6.06  0.330
O  -9.47  0.00  -4.08  -0.476
O  -6.52  1.23  0.02  -0.516
O  -8.58  -2.66  2.44  -0.308
C  -8.92  -0.34  2.54  -0.285
H  -6.33  -0.24  -4.13  0.267
H  -5.91  1.90  -6.30  0.339
H  9.77  -2.26  2.99  0.312
C  0.06  -2.67  -1.30  -0.049
H  6.07  1.60  3.26  -0.257
S  7.75  4.76  5.76  1.055
C  9.61  2.30  1.41  -0.535
H  10.10  3.61  3.26  0.231
C  5.36  4.50  5.10  0.191
H  5.78  6.58  4.61  0.322
H  11.71  -6.42  1.84  0.278
O  -10.95  -3.16  3.00  -0.531
H  8.74  -0.19  3.36  0.267
C  -6.49  0.16  -5.14  0.055
C  -12.41  -1.24  -5.55  -0.383
B  1.14  0.20  1.92  0.666
H  -2.50  1.31  -1.12  0.247
N  8.90  -2.83  2.84  -0.186
H  8.60  -2.34  0.19  0.262
H  7.61  2.02  -1.69  0.361
O  -3.80  -1.65  -5.52  -0.502
N  8.58  -1.50  0.79  -0.410
C  7.88  1.31  -0.83  -0.854
S  -9.81  -2.45  3.49  1.068
O  -7.11  4.15  -4.93  -0.193
C  10.34  -7.97  2.48  -0.373
H  7.16  -0.89  4.02  0.412
H  11.14  -8.47  3.03  0.312
O  -9.29  -2.63  4.82  -0.529
H  7.18  0.38  -0.82  0.169
H  10.04  3.24  0.87  0.372
S  -7.95  5.13  -5.91  1.076
O  -1.05  -4.38  -0.15  -0.331
H  -9.18  5.47  -2.75  0.318
O  -2.65  -2.61  0.49  -0.529
S  8.93  -5.91  2.56  1.099
O  2.40  -0.13  1.24  -0.142
O  8.11  3.94  6.88  -0.558
H  0.12  -4.78  -1.79  0.301
H  0.35  -2.02  -0.47  0.026
O  -4.28  -0.62  -7.77  -0.563
H  0.68  -2.44  -2.17  0.306
O  9.54  -7.18  3.37  -0.306
H  -11.88  -0.70  -7.60  0.304
H  10.20  1.41  0.95  0.322
O  -1.32  -2.43  -1.59  -0.214
C  -8.43  -1.48  1.65  -0.179
H  -3.65  1.30  1.72  0.354
H  4.91  3.94  5.92  0.293
H  -7.30  3.56  -2.95  0.205
O  -4.47  2.58  0.34  -0.347
C  9.88  2.52  2.98  -0.715
H  -10.64  -1.65  -6.74  0.279
H  5.90  -2.32  2.38  0.210
H  9.06  2.13  3.68  0.042
O  0.69  -0.50  3.12  -0.518
S  -2.23  -3.38  -0.64  1.116
O  -10.77  0.32  -6.17  -0.279
C  7.95  -1.88  2.11  -0.293
H  9.69  -8.73  2.02  0.291
S  -10.78  0.35  -4.55  1.129
S  -4.49  -0.70  -6.35  1.051
P  7.79  2.17  0.89  0.055
H  -12.69  -2.29  -5.58  0.311
C  0.13  -4.14  -0.91  -0.403
H  -9.20  0.54  1.96  0.280
H  -9.57  4.01  -3.70  0.190
H  4.73  4.41  4.21  -0.310
S  -5.35  1.68  -0.67  0.991
H  -9.05  -1.58  0.76  0.283
O  -4.29  0.77  -5.71  -0.353
C  -7.45  4.43  -3.58  -0.170
O  6.66  3.97  4.85  -0.134
O  -6.08  -0.85  -6.08  -0.351
O  -5.41  2.36  -1.94  -0.523
O  -10.04  -0.87  3.24  -0.338
C  -11.40  -0.87  -6.63  -0.311
H  3.81  -0.08  3.50  -0.114
C  7.69  -0.58  3.03  -0.624
Si  3.74  0.52  2.16  0.142
O  8.72  5.35  4.89  -0.524
O  -11.47  1.53  -4.12  -0.579
C  5.59  5.95  5.49  -0.455
O  9.37  -4.71  3.21  -0.542
O  0.23  1.23  1.40  -0.475
H  6.44  -2.54  0.79  0.255
H  10.85  1.93  3.26  0.257
I  3.31  2.95  2.41  -0.064
O  -4.32  0.43  -0.81  -0.228
C  -5.57  1.34  -5.42  -0.045
C  -3.35  1.82  0.81  -0.327
H  -8.16  -0.06  3.27  0.317
H  -2.49  -0.04  0.05  0.127
H  -13.31  -0.62  -5.63  0.300
O  6.77  5.94  6.29  -0.310
H  9.57  -1.26  0.97  0.255
H  -6.80  5.24  -3.23  0.228
Si  6.64  0.79  2.15  0.283
H  0.11  1.87  2.16  0.277
H  -7.54  0.40  -5.27  0.051
C  -3.05  0.83  -0.31  -0.029
H  1.02  -4.36  -0.32  0.328
H  -2.50  2.47  1.02  0.207
O  -7.11  6.24  -6.26  -0.555
N  6.70  -2.63  1.79  -0.472
C  -8.90  4.87  -3.62  -0.227
O  5.22  0.11  1.33  -0.077
O  -8.63  4.33  -6.89  -0.530

---

Record 6
Density functional theory data (ωB97M-V/def2-TZVPD) for a molecular structure, C6H14NO in a non-equilibrium geometry.

## Properties
- net charge = -1
- Kohn-Sham gap (hartree) = 0.1327
- F_max (hartree/bohr) = 0.12699
- multiplicity = 1
- HOMO (eV) = -0.81
- relative energy (zero: lowest compared OMol25 entry of this formula, charge and spin) (eV) = 6.2282
- LUMO (eV) = 2.81

Each line ends with the natural charge from an NBO analysis.
Atoms and positions in Å:
C  -0.92  -0.33  -0.53  -0.454
H  0.53  1.23  2.39  0.307
H  -1.48  0.65  -0.44  0.125
H  1.13  2.53  3.76  0.243
O  1.17  2.57  0.82  -0.616
C  1.87  0.21  3.64  -0.664
H  1.53  -0.43  2.84  0.250
C  -1.05  -0.94  -2.80  -0.228
C  1.43  1.70  1.75  0.146
H  0.05  -0.22  -0.93  0.145
H  1.93  0.83  1.31  0.140
H  -0.82  -0.85  0.43  0.148
H  -2.13  -2.46  -3.69  0.197
H  0.09  -1.10  -2.88  0.084
C  1.50  1.55  3.22  -0.269
H  -1.49  -1.35  -4.89  0.163
N  -1.47  -1.35  -1.49  -0.844
H  3.02  0.16  3.75  0.223
H  -1.16  0.17  -2.87  0.099
C  -2.01  -1.44  -3.91  -0.615
H  -2.97  -0.82  -3.90  0.189
H  1.25  -0.29  4.43  0.230